The following is a DFT calculation (ωB97M-V with the def2-TZVPD basis set) of a 2-piece molecular cluster, C38H66N4O5P overall in a non-equilibrium geometry.

Computed properties:
Max |F| ... 2.86 eV/A
Charge ... +1
HOMO-LUMO gap ... 8.347 eV

Each line ends with the Mulliken charge.
CARTESIAN COORDINATES (ANGSTROEM)
C  10.358  -1.386  4.932  -1.0689
C  9.238  -1.132  3.860  0.5572
O  9.322  -1.708  2.789  -0.5726
N  8.091  -0.293  4.061  0.2955
C  7.992  0.232  5.442  -1.1147
C  7.986  0.779  3.048  -0.8555
C  6.610  0.727  2.244  -0.9875
C  5.366  0.591  3.202  -0.3191
C  4.648  1.996  3.519  -0.8396
C  3.103  1.676  3.556  0.8699
C  2.672  0.798  4.672  -0.6477
C  1.272  0.430  4.738  0.0786
C  0.349  0.952  3.700  0.8407
C  0.756  1.810  2.618  -0.4375
C  2.183  2.176  2.547  0.2952
C  2.647  3.070  1.336  -1.3860
C  2.937  2.046  0.156  -0.3769
O  1.745  1.284  -0.164  -0.1701
C  2.008  -0.057  -0.368  0.0422
O  1.468  -0.973  0.181  -0.4512
C  -1.131  0.471  3.827  0.1390
O  -2.092  1.160  3.574  -0.5697
C  -1.278  -0.999  4.358  0.7456
C  -2.415  -1.881  3.705  -1.4690
C  -1.643  -2.976  2.813  1.0128
N  -2.444  -3.431  1.652  -0.7408
N  -0.333  -2.481  2.321  -0.3798
N  -1.358  -4.191  3.630  -0.6854
C  -0.433  -1.486  5.306  -0.2466
C  0.686  -0.527  5.834  -0.3124
O  1.052  -0.492  6.981  -0.5267
H  11.318  -1.473  4.360  0.3290
H  10.482  -0.551  5.664  0.3366
H  10.143  -2.342  5.473  0.2668
H  6.966  0.643  5.662  0.1559
H  8.716  1.100  5.525  0.4171
H  8.204  -0.536  6.223  0.3982
H  7.975  1.765  3.595  0.3331
H  8.805  0.705  2.291  0.4064
H  6.491  1.603  1.551  0.3749
H  6.635  -0.192  1.596  0.4011
H  4.591  -0.025  2.660  0.2808
H  5.568  0.059  4.161  0.4139
H  4.931  2.333  4.553  0.3442
H  4.908  2.781  2.770  0.2322
H  3.398  0.400  5.416  0.3911
H  0.084  2.196  1.821  0.2984
H  1.828  3.771  1.026  0.4335
H  3.557  3.670  1.597  0.3771
H  3.761  1.333  0.450  0.3156
H  3.235  2.626  -0.755  0.2577
H  2.766  -0.299  -1.173  0.4552
H  -3.046  -2.396  4.465  0.4259
H  -2.997  -1.264  2.971  0.1381
H  -2.352  -2.793  0.856  0.1229
H  -2.064  -4.317  1.292  0.2925
H  0.267  -3.265  2.039  0.2653
H  -0.436  -1.938  1.454  0.0481
H  -2.048  -4.887  3.337  0.2873
H  -1.549  -3.972  4.608  0.2797
H  -0.489  -2.523  5.707  0.2193
C  -6.738  0.721  -6.385  -1.4016
C  -5.226  0.686  -6.578  0.1904
C  -4.592  -0.631  -6.130  -1.0896
C  -4.460  -0.826  -4.613  -1.1018
P  -3.102  -0.028  -3.767  1.0443
C  -1.591  -0.414  -4.686  -1.4302
C  -1.266  -1.855  -5.095  -0.8718
C  -0.752  -2.799  -4.006  -0.5099
C  0.385  -2.237  -3.166  -0.7380
C  -2.864  -0.757  -2.152  -0.2627
C  -3.959  -0.766  -1.081  -0.8488
C  -4.139  0.498  -0.235  -0.4381
C  -2.847  1.168  0.213  -0.9703
C  -3.103  1.760  -3.797  -1.0782
C  -4.055  2.661  -3.006  -0.8390
C  -5.557  2.392  -3.145  0.2530
C  -6.256  3.377  -4.076  -1.7425
H  -7.021  0.557  -5.343  0.2630
H  -7.134  1.690  -6.692  0.3965
H  -7.223  -0.046  -6.992  0.4047
H  -4.769  1.534  -6.066  -0.2679
H  -5.019  0.825  -7.643  0.4538
H  -3.605  -0.712  -6.594  0.3130
H  -5.186  -1.455  -6.534  0.5470
H  -4.308  -1.899  -4.446  0.6234
H  -5.408  -0.608  -4.117  0.7738
H  -0.748  0.026  -4.145  0.7922
H  -1.662  0.168  -5.612  0.5723
H  -0.496  -1.803  -5.871  0.4917
H  -2.137  -2.317  -5.570  0.2532
H  -0.402  -3.715  -4.490  0.4298
H  -1.571  -3.118  -3.357  0.2892
H  1.248  -1.985  -3.787  0.3907
H  0.705  -2.975  -2.429  0.4324
H  0.082  -1.342  -2.617  -0.2087
H  -1.916  -0.407  -1.736  0.3438
H  -2.703  -1.817  -2.366  -0.0976
H  -3.714  -1.575  -0.385  0.3296
H  -4.918  -1.038  -1.532  0.3956
H  -4.719  0.233  0.653  0.5357
H  -4.767  1.207  -0.776  -0.0640
H  -2.254  0.503  0.846  0.0122
H  -3.075  2.069  0.786  0.6476
H  -2.228  1.478  -0.634  0.2370
H  -3.132  2.071  -4.846  0.7549
H  -2.094  2.042  -3.468  0.6103
H  -3.845  3.697  -3.288  0.6537
H  -3.780  2.611  -1.953  -0.0068
H  -6.027  2.495  -2.163  0.4855
H  -5.751  1.369  -3.468  -0.1419
H  -6.227  4.386  -3.660  0.4605
H  -7.304  3.101  -4.205  0.3948
H  -5.786  3.405  -5.062  0.3166

=====

The following is a DFT calculation (ωB97M-V with the def2-TZVPD basis set) of a 14-piece molecular cluster, C38H66O46S9 overall in a non-equilibrium geometry.

Computed properties:
Max |F| ... 5.66 eV/A
Charge ... 0
HOMO-LUMO gap ... 9.649 eV

Each line ends with the Mulliken charge.
CARTESIAN COORDINATES (ANGSTROEM)
C  -2.056  0.075  -8.405  -0.2252
C  -3.309  -0.692  -8.097  -0.3906
O  -2.892  -1.806  -7.486  -0.3331
S  -1.678  -1.383  -6.382  0.9963
O  -0.838  -2.523  -6.068  -0.4913
O  -2.189  -0.527  -5.275  -0.4719
O  -1.039  -0.463  -7.613  -0.2456
H  -2.397  1.055  -8.071  0.2314
H  -1.699  -0.053  -9.427  0.3316
H  -3.853  -1.007  -8.988  0.3098
H  -3.966  -0.201  -7.380  0.2889
C  -0.216  -2.523  6.606  -0.2330
C  -0.519  -3.993  7.075  -0.2667
O  -1.580  -4.422  6.288  -0.2849
S  -2.536  -3.215  5.914  1.1021
O  -3.259  -2.790  7.137  -0.5682
O  -3.198  -3.514  4.641  -0.5110
O  -1.343  -2.108  5.831  -0.2909
H  0.537  -2.464  5.821  0.2189
H  -0.066  -1.770  7.380  0.2591
H  -0.732  -4.111  8.137  0.2975
H  0.373  -4.555  6.796  0.2757
C  -8.993  -2.949  -3.876  -0.2820
C  -8.226  -1.725  -4.353  -0.2134
O  -6.868  -2.087  -4.305  -0.2390
S  -6.525  -3.397  -3.378  1.0682
O  -6.532  -3.111  -1.933  -0.5243
O  -5.547  -4.345  -3.890  -0.4927
O  -8.042  -3.982  -3.667  -0.3601
H  -9.706  -3.188  -4.664  0.2570
H  -9.531  -2.835  -2.935  0.2864
H  -8.347  -0.937  -3.609  0.2281
H  -8.417  -1.440  -5.387  0.2712
C  -1.197  -7.325  -0.162  -0.2941
C  -1.379  -8.891  -0.581  -0.3131
O  -0.703  -9.530  0.413  -0.2917
S  0.694  -8.688  0.805  1.0260
O  1.861  -9.185  0.076  -0.5202
O  0.931  -8.441  2.247  -0.5138
O  0.165  -7.287  0.076  -0.2550
H  -1.795  -7.032  0.700  0.2535
H  -1.425  -6.632  -0.972  0.3019
H  -0.844  -9.073  -1.513  0.2926
H  -2.391  -9.279  -0.697  0.3133
C  1.857  3.990  5.747  -0.2576
C  3.367  4.206  5.380  -0.3158
O  3.527  5.398  4.717  -0.2920
S  2.100  6.194  4.439  1.0659
O  1.622  5.677  3.159  -0.5121
O  2.208  7.628  4.580  -0.4934
O  1.364  5.371  5.745  -0.3365
H  1.662  3.493  6.697  0.3300
H  1.379  3.393  4.970  0.2440
H  3.784  3.340  4.866  0.2894
H  3.874  4.328  6.337  0.2770
C  5.164  -2.144  -7.459  -0.2623
C  5.143  -2.071  -5.925  -0.3042
O  6.166  -2.959  -5.511  -0.3002
S  6.733  -3.973  -6.685  1.0814
O  6.432  -5.352  -6.323  -0.5097
O  8.106  -3.620  -7.140  -0.5152
O  5.538  -3.451  -7.724  -0.3308
H  5.882  -1.467  -7.921  0.3132
H  4.151  -1.894  -7.775  0.2921
H  4.329  -2.621  -5.454  0.2403
H  5.252  -1.088  -5.466  0.2957
C  -1.954  -0.476  0.333  -0.2585
C  -0.901  0.663  0.164  -0.3487
O  0.273  0.072  0.579  -0.2735
S  0.421  -1.516  0.267  0.9598
O  0.856  -2.262  1.461  -0.4702
O  1.164  -1.730  -1.001  -0.4819
O  -1.197  -1.577  -0.070  -0.2900
H  -2.828  -0.293  -0.292  0.3126
H  -2.265  -0.589  1.371  0.2671
H  -1.109  1.501  0.828  0.2911
H  -0.850  1.085  -0.840  0.2914
C  6.667  -6.281  -0.027  -0.2414
C  7.323  -7.432  -0.787  -0.4185
O  8.522  -6.870  -1.157  -0.3493
S  9.234  -6.172  0.206  1.0660
O  10.136  -5.071  -0.192  -0.4979
O  9.668  -7.157  1.194  -0.5085
O  7.744  -5.660  0.642  -0.2700
H  5.981  -6.734  0.688  0.2485
H  6.205  -5.497  -0.626  0.2945
H  6.667  -7.813  -1.570  0.3536
H  7.512  -8.231  -0.070  0.3224
C  1.696  4.111  -4.718  -0.2438
C  2.074  5.578  -5.070  -0.2268
O  3.172  5.524  -5.997  -0.3044
S  3.263  4.031  -6.666  1.0655
O  4.667  3.634  -6.748  -0.5233
O  2.422  3.864  -7.869  -0.5213
O  2.592  3.304  -5.322  -0.2722
H  0.746  3.695  -5.056  0.2796
H  1.877  3.981  -3.651  0.2085
H  2.392  6.056  -4.143  0.2718
H  1.275  6.104  -5.593  0.2665
O  9.538  1.344  1.559  -0.6173
C  8.449  1.460  0.952  0.5040
O  7.743  0.424  0.493  -0.3390
C  6.502  0.765  -0.236  -0.2467
C  6.219  2.252  0.105  -0.4442
C  7.620  2.756  0.681  -0.3951
H  5.682  0.141  0.120  0.2629
H  6.596  0.665  -1.317  0.2267
H  5.421  2.501  0.804  0.2328
H  5.970  2.847  -0.773  0.2737
H  7.475  3.338  1.592  0.2920
H  8.201  3.240  -0.104  0.2520
O  -3.912  6.170  3.829  -0.6008
C  -4.173  7.075  4.592  0.4763
O  -4.572  6.929  5.860  -0.3528
C  -5.164  8.076  6.360  -0.3446
C  -4.624  9.201  5.441  -0.5095
C  -4.185  8.538  4.168  -0.3150
H  -4.987  8.317  7.408  0.3220
H  -6.226  7.916  6.172  0.2488
H  -3.815  9.735  5.941  0.2464
H  -5.339  9.967  5.141  0.3033
H  -3.266  8.820  3.655  0.3017
H  -4.955  8.681  3.410  0.2250
O  6.429  -2.407  9.286  -0.6309
C  6.426  -2.422  8.039  0.5403
O  6.341  -3.476  7.297  -0.3516
C  6.237  -3.269  5.937  -0.3153
C  6.872  -1.895  5.772  -0.3580
C  6.805  -1.315  7.145  -0.4033
H  5.187  -3.339  5.655  0.2171
H  6.786  -3.996  5.339  0.2691
H  6.253  -1.261  5.138  0.2006
H  7.830  -1.980  5.259  0.3217
H  6.179  -0.465  7.419  0.2963
H  7.803  -0.940  7.371  0.2155
O  -3.960  5.460  -5.582  -0.6437
C  -4.983  5.346  -4.867  0.5234
O  -5.343  4.185  -4.273  -0.2870
C  -6.508  4.444  -3.497  -0.4291
C  -6.436  5.904  -3.147  -0.4184
C  -5.954  6.387  -4.463  -0.4225
H  -6.291  3.863  -2.601  0.2824
H  -7.448  4.185  -3.985  0.2890
H  -5.729  6.160  -2.359  0.3076
H  -7.465  6.242  -3.023  0.2600
H  -5.476  7.360  -4.351  0.2832
H  -6.705  6.441  -5.251  0.2553
O  -7.911  3.363  2.057  -0.6395
C  -8.111  2.169  2.300  0.5553
O  -8.927  1.506  1.494  -0.3528
C  -8.933  0.114  1.790  -0.3450
C  -8.358  -0.032  3.182  -0.3962
C  -7.491  1.285  3.351  -0.3598
H  -8.355  -0.334  0.982  0.2171
H  -9.936  -0.312  1.754  0.2831
H  -7.649  -0.859  3.155  0.2503
H  -9.162  -0.092  3.915  0.3047
H  -6.418  1.105  3.282  0.2497
H  -7.610  1.845  4.278  0.2336